# 1
A cluster of 2 separate species, C4H12N3 in total in a non-equilibrium geometry. Source: the Open Molecules 2025 dataset; level of theory: ωB97M-V with the def2-TZVPD basis set.

As for the multiplicity: 1. The calculation puts the HOMO energy at -12.78 eV. The total charge is +1. For the frontier orbital gap, the calculation gives 9.21 eV. Its energy relative to the best compared isomer or geometry (same formula, charge and spin) is 88.2 kcal/mol.

CARTESIAN COORDINATES (ANGSTROEM)
1 C -1.314 -1.223 -0.809
2 C -1.225 -0.324 -1.819
3 N -2.293 0.684 -1.930
4 N -0.272 -1.621 0.002
5 H -2.345 -1.512 -0.513
6 H -0.428 -0.156 -2.579
7 H -2.947 0.511 -2.687
8 H -2.809 0.677 -1.040
9 H -1.921 1.611 -2.077
10 H 0.401 -0.965 0.297
11 H -0.541 -2.266 0.740
12 C 1.065 0.746 2.426
13 C 2.836 0.722 0.872
14 N 1.540 0.746 1.050
15 H 0.462 1.734 2.690
16 H 1.887 0.649 3.122
17 H 0.409 -0.114 2.590
18 H 3.256 1.026 -0.089
19 H 3.576 0.620 1.676

Results of the natural (NBO) charge analysis, in e, for atoms 1 through 2: C 0.0799; C -0.2409

---

# 2
The ion C4H12N3 with charge +1 in a non-equilibrium geometry. Source: the Open Molecules 2025 dataset; level of theory: ωB97M-V with the def2-TZVPD basis set.

As for the multiplicity: 1. The calculation puts the HOMO energy at -12.36 eV. The total charge is +1. For the frontier orbital gap, the calculation gives 8.78 eV. Its energy relative to the best compared isomer or geometry (same formula, charge and spin) is 90.4 kcal/mol.

CARTESIAN COORDINATES (ANGSTROEM)
1 N 2.510 -1.401 -0.544
2 C 1.713 -0.205 -0.271
3 C 0.382 -0.086 -0.409
4 N -0.631 -1.056 -1.136
5 C -0.166 1.176 0.010
6 C -0.993 0.854 1.345
7 N -2.435 0.880 1.031
8 H 2.129 -1.982 -1.278
9 H 3.513 -1.214 -0.505
10 H 2.355 0.458 0.488
11 H -0.234 -1.139 -2.000
12 H -1.526 -0.508 -1.172
13 H -0.538 -1.993 -0.721
14 H 0.587 1.955 0.104
15 H -0.973 1.666 -0.659
16 H -0.523 1.533 2.081
17 H -0.709 -0.289 1.724
18 H -3.041 0.239 1.357
19 H -2.768 1.881 1.072

Results of the natural (NBO) charge analysis, in e, for atoms 1 through 2: N -0.8174; C 0.0166

---

# 3
The ion C4H12N3 with charge +1 in a non-equilibrium geometry. Source: the Open Molecules 2025 dataset; level of theory: ωB97M-V with the def2-TZVPD basis set.

As for the multiplicity: 1. The calculation puts the HOMO energy (alpha / beta) at -13.94 / -13.82 eV. The total charge is +1. For the frontier orbital gap (alpha / beta), the calculation gives 8.27 / 7.73 eV. Its energy relative to the best compared isomer or geometry (same formula, charge and spin) is 160.2 kcal/mol.

CARTESIAN COORDINATES (ANGSTROEM)
1 C 1.799 -1.099 0.094
2 C -2.368 0.712 0.174
3 C 1.754 1.392 0.096
4 C -1.627 -0.420 -0.537
5 N 0.460 -1.684 -0.011
6 N 1.263 0.238 -0.485
7 N -0.446 -0.630 0.142
8 H 2.106 -1.018 1.103
9 H 2.704 -1.396 -0.615
10 H -3.400 0.868 -0.105
11 H -2.406 0.431 1.167
12 H -1.932 1.636 0.060
13 H 1.159 2.389 0.144
14 H 2.083 1.352 1.176
15 H 2.751 1.494 -0.448
16 H -1.381 -0.185 -1.646
17 H -2.242 -1.354 -0.558
18 H 0.416 -2.211 -0.875
19 H -0.691 -0.514 1.122

Results of the natural (NBO) charge analysis, in e, for atoms 1 through 2: C -0.0961; C -0.6100

---

# 4
The ion C4H12N3 with charge +1 in a non-equilibrium geometry. Source: the Open Molecules 2025 dataset; level of theory: ωB97M-V with the def2-TZVPD basis set.

As for the multiplicity: 1. The calculation puts the HOMO energy at -13.50 eV. The total charge is +1. For the frontier orbital gap, the calculation gives 9.24 eV. Its energy relative to the best compared isomer or geometry (same formula, charge and spin) is 64.0 kcal/mol.

CARTESIAN COORDINATES (ANGSTROEM)
1 N -2.749 -0.185 -1.393
2 C -1.519 0.385 -1.470
3 N -0.603 0.155 -0.507
4 C -0.678 0.466 0.934
5 C 0.518 -0.465 1.446
6 C 1.877 -0.160 0.772
7 N 1.924 -0.136 -0.667
8 H -3.138 -0.694 -2.213
9 H -3.271 -0.341 -0.479
10 H -1.255 0.900 -2.336
11 H 0.349 0.302 -0.935
12 H -0.516 1.538 0.997
13 H -1.537 0.177 1.578
14 H 0.615 -0.163 2.586
15 H 0.386 -1.554 1.428
16 H 2.635 -0.811 1.154
17 H 2.239 0.864 1.234
18 H 2.356 0.715 -1.070
19 H 2.367 -0.994 -1.060

Results of the natural (NBO) charge analysis, in e, for atoms 1 through 2: N -0.7751; C 0.4291

---

# 5
The ion C4H12N3 with charge +2 in a non-equilibrium geometry. Source: the Open Molecules 2025 dataset; level of theory: ωB97M-V with the def2-TZVPD basis set.

As for the multiplicity: 2. The calculation puts the HOMO energy (alpha / beta) at -16.93 / -16.90 eV. The total charge is +2. For the frontier orbital gap (alpha / beta), the calculation gives 9.85 / 4.94 eV. Its energy relative to the best compared isomer or geometry (same formula, charge and spin) is 47.2 kcal/mol.

CARTESIAN COORDINATES (ANGSTROEM)
1 C -1.886 0.174 -0.194
2 C -0.670 0.156 0.800
3 C 0.612 -0.186 0.075
4 C 1.555 0.770 -0.141
5 N 2.619 0.692 -0.963
6 N 1.027 -1.620 0.065
7 N -3.087 0.406 0.492
8 H -1.751 0.925 -0.950
9 H -1.914 -0.781 -0.728
10 H -0.670 1.097 1.294
11 H -0.813 -0.579 1.559
12 H 1.425 1.697 0.404
13 H 3.559 0.958 -0.650
14 H 2.524 0.471 -1.930
15 H 0.868 -2.042 0.954
16 H 0.599 -2.196 -0.691
17 H 2.031 -1.660 -0.163
18 H -3.265 -0.161 1.304
19 H -3.943 0.733 0.013

Results of the natural (NBO) charge analysis, in e, for atoms 1 through 2: C -0.2960; C -0.4255

---

# 6
The ion C4H12N3O with charge +1 in a non-equilibrium geometry. Source: the Open Molecules 2025 dataset; level of theory: ωB97M-V with the def2-TZVPD basis set.

As for the multiplicity: 1. The calculation puts the HOMO energy at -12.80 eV. The total charge is +1. For the frontier orbital gap, the calculation gives 9.73 eV. Its energy relative to the best compared isomer or geometry (same formula, charge and spin) is 18.0 kcal/mol.

CARTESIAN COORDINATES (ANGSTROEM)
1 N -2.446 -1.435 1.363
2 C -1.403 -0.762 0.874
3 O -1.469 0.462 0.820
4 C -0.314 -1.666 0.348
5 N 0.746 -1.130 -0.502
6 C 1.435 0.119 -0.157
7 C 1.085 1.234 -1.196
8 N 0.442 2.409 -0.547
9 H -3.244 -0.945 1.705
10 H -2.518 -2.418 1.058
11 H -0.714 -2.551 -0.153
12 H 0.052 -2.070 1.306
13 H 1.325 -1.906 -0.736
14 H 2.497 -0.035 -0.274
15 H 1.196 0.422 0.857
16 H 0.379 0.790 -1.863
17 H 1.981 1.510 -1.740
18 H -0.345 2.023 0.005
19 H 1.099 2.859 0.064
20 H 0.215 3.090 -1.233

Results of the natural (NBO) charge analysis, in e, for atoms 1 through 2: N -0.7858; C 0.6794

---

Look up the total charge of the fifth one.
+2